No. 1
Below is a 2-piece molecular cluster, C3H4ClNS overall at a distorted geometry, with properties calculated with wB97M-V/def2-TZVPD.

```
10
C3H4ClNS (wB97M-V/def2-TZVPD)
N 0.018 -0.471 1.568
H 2.116 -0.439 1.201
C -0.851 0.372 1.744
C 1.034 -0.884 0.973
Cl -1.812 0.377 3.038
H 0.152 1.683 -2.726
H 0.962 -1.908 0.438
H 0.059 -0.182 -2.707
S -1.408 0.689 -1.182
C -0.270 0.764 -2.346
```

## Properties
Highest occupied orbital energy = -8.228 eV
LUMO level = -0.0696 eV
Spin multiplicity = 1
Energy = -1029.6824 Ha
Net charge = 0
Orbital gap = 8.16 eV
Energy relative to the best compared isomer or geometry (same formula, charge and spin) = 387.73 kJ/mol
Max |F| = 4.357 eV Å⁻¹

---

No. 2
Below is one molecule with the formula C3H4ClNS at a distorted geometry, with properties calculated with wB97M-V/def2-TZVPD.

```
10
C3H4ClNS (wB97M-V/def2-TZVPD)
H -0.790 0.639 0.472
S -0.306 -1.683 0.326
H -0.020 0.018 2.020
C 1.220 0.546 0.228
N -1.203 -1.765 -0.938
H 1.974 0.122 0.717
C 1.181 1.248 -0.854
H 0.561 1.503 -1.666
Cl -2.577 -0.705 -1.155
C -0.042 0.079 0.850
```

## Properties
Highest occupied orbital energy (spin up / spin down) = -8.419 / -9.029 eV
LUMO level (spin up / spin down) = -0.3162 / -1.0658 eV
Spin multiplicity = 1
Energy = -1029.6208 Ha
Net charge = 0
Orbital gap (spin up / spin down) = 8.10 / 7.96 eV
Energy relative to the best compared isomer or geometry (same formula, charge and spin) = 549.42 kJ/mol
Max |F| = 4.351 eV Å⁻¹

---

No. 3
Below is one molecule with the formula C3H4ClNS at a distorted geometry, with properties calculated with wB97M-V/def2-TZVPD.

```
10
C3H4ClNS (wB97M-V/def2-TZVPD)
N 0.324 -0.003 -1.455
Cl -0.562 0.876 2.996
H -0.026 -2.082 -0.769
C 0.128 -0.885 -0.544
H 0.475 -1.359 1.672
H -0.454 1.219 0.489
S 0.397 -0.500 -3.090
C -0.248 0.592 1.366
C 0.121 -0.637 0.939
H 0.926 0.918 -3.266
```

## Properties
Highest occupied orbital energy = -8.697 eV
LUMO level = 0.2287 eV
Spin multiplicity = 1
Structure (SMILES) = S/N=C/C=C/Cl
Energy = -1029.7525 Ha
Net charge = 0
Orbital gap = 8.93 eV
Energy relative to the best compared isomer or geometry (same formula, charge and spin) = 203.62 kJ/mol
Max |F| = 3.913 eV Å⁻¹

---

Q: Number 3 is which compound?
A: C3H4ClNS